1.
{"formula": "C5H13NO", "method": "ωB97M-V/def2-TZVPD", "de_lowest_kcal_mol": 60.5, "gap_ev": 10.25, "energy_ev": -8931.38821, "e_lumo_ha": 0.02770, "e_homo_ha": -0.34900, "total_charge": 0, "smiles": "C=CC[C@@H](C)N.O", "species": ["C", "C", "C", "C", "C", "N", "H", "H", "H", "H", "H", "H", "H", "H", "H", "H", "H", "H", "H", "O"], "positions_angstrom": [[-0.146, -0.041, 1.288], [-0.683, -1.197, 0.324], [-0.519, -0.777, -1.206], [0.951, -0.546, -1.577], [1.555, -0.622, -2.764], [-2.067, -1.514, 0.797], [-0.926, 0.800, 1.093], [-0.084, -0.166, 2.370], [0.848, 0.270, 0.803], [-0.186, -2.104, 0.405], [-1.162, 0.043, -1.477], [-0.662, -1.641, -1.987], [1.527, 0.045, -0.791], [2.619, -0.338, -2.919], [1.147, -0.891, -3.757], [-2.653, -0.684, 0.962], [-2.596, -1.935, -0.027], [1.276, 3.841, 3.601], [0.769, 3.330, 2.166], [0.994, 4.128, 2.696]], "lowdin_charge": [-0.06, -0.42, -0.17, -0.21, -0.02, -0.01, 0.10, 0.06, 0.06, 0.09, 0.10, 0.14, 0.09, 0.06, 0.06, 0.06, 0.09, 0.05, 0.04, -0.09]}

2.
{"formula": "C37H59BrClO16S", "method": "ωB97M-V/def2-TZVPD", "gap_ev": 7.64, "energy_ev": -165474.92375, "e_lumo_ha": -0.12718, "e_homo_ha": -0.40804, "total_charge": 1, "species": ["C", "C", "C", "Cl", "S", "C", "C", "C", "C", "O", "C", "C", "O", "Br", "H", "H", "H", "H", "H", "H", "H", "H", "H", "H", "H", "H", "H", "H", "H", "H", "H", "O", "C", "O", "C", "C", "C", "H", "H", "H", "H", "H", "H", "O", "C", "O", "C", "C", "C", "H", "H", "H", "H", "H", "H", "O", "C", "O", "C", "C", "C", "H", "H", "H", "H", "H", "H", "O", "C", "O", "C", "C", "C", "H", "H", "H", "H", "H", "H", "O", "C", "O", "C", "C", "C", "H", "H", "H", "H", "H", "H", "O", "C", "O", "C", "C", "C", "H", "H", "H", "H", "H", "H", "O", "C", "O", "C", "C", "C", "H", "H", "H", "H", "H", "H"], "positions_angstrom": [[4.522, -8.334, -1.035], [3.934, -7.722, -2.464], [3.470, -6.158, -2.296], [5.045, -5.131, -2.469], [2.208, -5.564, -3.545], [0.871, -6.853, -3.885], [-0.390, -6.620, -2.846], [-1.475, -7.890, -2.848], [-1.798, -8.192, -1.238], [-3.161, -8.724, -1.021], [1.275, -4.131, -2.745], [2.093, -2.710, -2.737], [3.301, -2.479, -3.258], [1.127, -1.130, -1.881], [3.648, -8.748, -0.363], [5.025, -7.443, -0.452], [5.358, -9.157, -1.236], [4.858, -7.724, -3.208], [3.117, -8.443, -2.888], [3.076, -5.956, -1.205], [1.260, -7.956, -3.920], [0.448, -6.590, -4.970], [0.069, -6.528, -1.754], [-1.046, -5.660, -3.118], [-2.495, -7.484, -3.295], [-1.076, -8.832, -3.421], [-1.777, -7.118, -0.719], [-0.946, -8.903, -0.840], [-3.674, -8.696, -1.894], [0.306, -3.954, -3.416], [0.887, -4.372, -1.667], [-2.840, -3.384, -2.935], [-2.940, -2.207, -3.241], [-3.141, -1.194, -2.348], [-3.317, 0.030, -3.061], [-2.674, -0.195, -4.404], [-2.906, -1.666, -4.639], [-4.390, 0.235, -3.143], [-2.841, 0.848, -2.512], [-3.084, 0.444, -5.190], [-1.596, 0.000, -4.336], [-3.871, -1.855, -5.118], [-2.093, -2.114, -5.215], [1.850, 1.145, 4.631], [2.101, 0.920, 3.459], [1.451, 1.502, 2.408], [1.924, 0.929, 1.190], [3.279, 0.358, 1.519], [3.122, -0.057, 2.960], [1.216, 0.158, 0.868], [1.983, 1.701, 0.418], [3.573, -0.461, 0.857], [4.041, 1.144, 1.444], [2.721, -1.070, 3.050], [4.061, 0.039, 3.510], [2.891, -2.737, 2.733], [3.792, -3.320, 3.313], [4.916, -3.799, 2.705], [5.697, -4.516, 3.660], [5.263, -3.990, 5.003], [3.811, -3.656, 4.774], [5.492, -5.586, 3.547], [6.760, -4.337, 3.476], [5.425, -4.701, 5.817], [5.817, -3.073, 5.239], [3.162, -4.518, 4.950], [3.495, -2.803, 5.379], [-1.164, 2.988, -2.328], [-0.276, 3.809, -2.173], [-0.123, 4.931, -2.936], [1.076, 5.601, -2.549], [1.362, 5.127, -1.148], [0.826, 3.718, -1.160], [1.871, 5.329, -3.251], [0.923, 6.684, -2.590], [2.420, 5.190, -0.880], [0.794, 5.730, -0.429], [1.574, 3.001, -1.510], [0.438, 3.428, -0.181], [-2.809, 5.978, 2.364], [-1.908, 5.395, 2.945], [-0.784, 4.916, 2.336], [-0.003, 4.199, 3.291], [-0.437, 4.725, 4.635], [-1.889, 5.059, 4.405], [-0.208, 3.129, 3.178], [1.060, 4.377, 3.108], [-0.275, 4.013, 5.448], [0.117, 5.641, 4.871], [-2.538, 4.196, 4.582], [-2.205, 5.912, 5.010], [-4.583, 1.552, -6.924], [-5.177, 2.172, -6.058], [-4.634, 3.193, -5.333], [-5.570, 3.612, -4.340], [-6.915, 3.163, -4.847], [-6.579, 1.902, -5.602], [-5.305, 3.139, -3.389], [-5.520, 4.698, -4.222], [-7.648, 3.013, -4.049], [-7.319, 3.910, -5.541], [-6.580, 1.024, -4.950], [-7.249, 1.753, -6.453], [-1.113, 6.769, 7.454], [-1.213, 7.946, 7.149], [-1.414, 8.959, 8.041], [-1.591, 10.183, 7.329], [-0.947, 9.958, 5.986], [-1.179, 8.487, 5.751], [-2.663, 10.388, 7.247], [-1.114, 11.001, 7.878], [-1.357, 10.597, 5.200], [0.130, 10.153, 6.054], [-2.144, 8.299, 5.272], [-0.366, 8.039, 5.175]], "lowdin_charge": [-0.12, -0.29, -0.77, 0.58, 1.06, -0.32, -0.24, -0.16, -0.24, -0.13, -0.32, -0.62, -0.09, 0.71, 0.09, 0.08, 0.11, 0.12, 0.10, 0.12, 0.11, 0.13, 0.11, 0.12, 0.13, 0.12, 0.13, 0.13, 0.11, 0.13, 0.13, 0.06, -0.47, 0.03, -0.15, -0.15, -0.08, 0.13, 0.12, 0.11, 0.12, 0.14, 0.13, 0.10, -0.44, 0.01, -0.18, -0.15, -0.09, 0.09, 0.10, 0.12, 0.13, 0.08, 0.14, 0.07, -0.44, 0.03, -0.17, -0.16, -0.07, 0.13, 0.13, 0.13, 0.13, 0.14, 0.14, 0.09, -0.45, 0.04, -0.16, -0.16, -0.10, 0.13, 0.13, 0.12, 0.13, 0.13, 0.12, 0.09, -0.46, 0.01, -0.18, -0.16, -0.08, 0.12, 0.13, 0.13, 0.11, 0.14, 0.11, 0.09, -0.47, 0.03, -0.17, -0.17, -0.09, 0.13, 0.13, 0.12, 0.13, 0.13, 0.13, 0.10, -0.45, 0.03, -0.17, -0.17, -0.10, 0.13, 0.13, 0.12, 0.12, 0.14, 0.12]}

3.
{"formula": "C3H9NO3", "method": "ωB97M-V/def2-TZVPD", "de_lowest_kcal_mol": 63.5, "gap_ev": [9.33, 4.51], "energy_ev": -10878.05019, "e_lumo_ha": [-0.18566, -0.36256], "e_homo_ha": [-0.52857, -0.52846], "total_charge": 1, "spin_multiplicity": 2, "species": ["C", "N", "C", "C", "O", "O", "H", "H", "H", "H", "H", "H", "H", "H", "H", "O"], "positions_angstrom": [[-0.554, 0.055, -1.913], [-0.656, 0.569, -0.675], [-1.614, 0.496, 0.417], [-0.691, 0.360, 1.644], [0.033, -0.847, 1.641], [0.460, -0.422, -2.442], [-1.508, 0.242, -2.484], [0.225, 1.056, -0.607], [-2.318, -0.382, 0.330], [-2.253, 1.354, 0.608], [-1.231, 0.410, 2.603], [0.042, 1.138, 1.640], [-0.388, -1.355, 0.990], [3.409, -1.357, -1.172], [3.444, -0.217, -0.310], [3.599, -1.100, -0.269]], "mulliken_spin": [-0.10, 0.66, 0.00, 0.05, 0.03, 0.28, 0.03, -0.02, 0.01, 0.06, 0.00, 0.00, 0.00, 0.00, 0.00, 0.00]}

4.
{"formula": "C27H42HfIN3O3P", "method": "ωB97M-V/def2-TZVPD", "gap_ev": 7.03, "energy_ev": -57967.47007, "e_lumo_ha": -0.36582, "e_homo_ha": -0.62404, "total_charge": 3, "species": ["Hf", "C", "C", "N", "C", "C", "C", "O", "C", "C", "N", "C", "C", "C", "C", "C", "C", "I", "C", "O", "H", "H", "H", "H", "H", "H", "H", "H", "H", "H", "H", "H", "C", "N", "C", "C", "C", "O", "H", "H", "H", "H", "H", "H", "H", "H", "H", "C", "C", "C", "P", "C", "C", "C", "C", "C", "C", "H", "H", "H", "H", "H", "H", "H", "H", "H", "H", "H", "H", "H", "H", "H", "H", "H", "H", "H", "H", "H"], "positions_angstrom": [[0.588, 0.275, -0.027], [1.378, 1.790, 4.396], [0.742, 2.712, 3.394], [0.591, 3.985, 3.732], [-0.062, 4.839, 2.933], [-0.666, 4.466, 1.753], [-1.487, 5.452, 0.947], [-2.824, 4.996, 0.768], [-0.484, 3.132, 1.346], [-1.347, 2.605, 0.306], [-1.208, 1.450, -0.289], [-2.329, 0.890, -0.999], [-3.132, 1.659, -1.826], [-4.244, 1.099, -2.439], [-4.562, -0.238, -2.238], [-3.756, -1.035, -1.433], [-2.655, -0.457, -0.831], [-1.498, -1.745, 0.415], [0.284, 2.275, 2.151], [0.530, 0.999, 1.720], [0.725, 1.717, 5.268], [2.322, 2.210, 4.746], [1.538, 0.789, 4.006], [-0.125, 5.865, 3.281], [-1.062, 5.572, -0.049], [-1.451, 6.430, 1.425], [-3.388, 5.340, 1.469], [-2.253, 3.186, 0.130], [-2.893, 2.705, -1.986], [-4.869, 1.716, -3.071], [-5.441, -0.670, -2.700], [-4.006, -2.076, -1.270], [0.259, -1.118, -5.505], [0.269, -0.393, -4.213], [-0.070, 1.042, -4.249], [0.545, -0.993, -3.096], [0.842, -2.452, -3.050], [0.568, -0.300, -1.992], [0.385, -0.389, -6.299], [-0.690, -1.635, -5.641], [1.078, -1.828, -5.555], [-0.704, 1.220, -5.113], [0.835, 1.638, -4.349], [-0.608, 1.322, -3.352], [0.047, -3.020, -3.536], [0.942, -2.781, -2.022], [1.769, -2.669, -3.585], [4.727, 1.733, -1.672], [3.602, 1.804, -0.641], [2.310, 2.325, -1.291], [3.218, 0.230, 0.248], [3.918, -1.249, -0.580], [3.140, -2.492, -0.119], [5.425, -1.472, -0.437], [3.843, 0.463, 1.959], [3.615, -0.777, 2.824], [5.297, 0.940, 2.024], [4.820, 2.693, -2.184], [4.540, 0.969, -2.431], [5.687, 1.525, -1.203], [3.889, 2.498, 0.150], [2.024, 1.719, -2.150], [2.435, 3.349, -1.644], [1.459, 2.401, -0.572], [3.686, -1.074, -1.637], [3.511, -2.863, 0.836], [3.248, -3.298, -0.846], [2.062, -2.318, 0.011], [5.680, -1.775, 0.579], [6.014, -0.596, -0.697], [5.729, -2.282, -1.103], [3.196, 1.267, 2.324], [4.316, -1.573, 2.566], [2.600, -1.174, 2.750], [3.792, -0.524, 3.870], [5.995, 0.163, 1.718], [5.530, 1.198, 3.059], [5.488, 1.831, 1.425]], "lowdin_charge": [1.39, 0.01, -0.24, 0.18, -0.03, -0.11, -0.17, -0.05, -0.08, 0.03, -0.07, -0.33, -0.01, -0.01, -0.02, -0.12, -0.54, 1.20, -0.21, -0.28, 0.11, 0.10, 0.06, 0.14, 0.13, 0.14, 0.12, 0.13, 0.13, 0.13, 0.13, 0.11, 0.03, -0.08, 0.03, -0.39, 0.04, -0.25, 0.11, 0.12, 0.10, 0.11, 0.11, 0.07, 0.12, 0.06, 0.12, -0.07, -0.51, -0.12, 1.01, -0.52, -0.11, -0.07, -0.52, -0.09, -0.07, 0.10, 0.09, 0.08, 0.11, 0.06, 0.12, 0.04, 0.10, 0.08, 0.10, 0.03, 0.08, 0.07, 0.10, 0.09, 0.08, 0.07, 0.10, 0.08, 0.10, 0.08]}